Density functional theory data (ωB97M-V/def2-TZVPD) for a structure of composition C26H44BrCdNOP2.

```
76
Properties=species:S:1:pos:R:3
N 3.518 0.426 4.590
C 3.520 -0.639 3.775
C 3.383 -0.520 2.391
C 3.327 0.767 1.812
C 3.193 1.867 2.693
C 3.357 1.645 4.069
C 3.364 0.948 0.376
Cd -0.744 0.101 -0.254
P -1.587 -0.162 -2.565
C 3.045 2.107 -0.277
C 2.644 2.162 -1.676
C 1.992 3.317 -2.200
C 1.492 3.314 -3.492
C 1.526 2.129 -4.230
C 2.293 1.028 -3.819
C 2.812 1.035 -2.517
Br 0.465 2.006 -5.857
H 3.542 0.037 -0.203
H 2.997 3.049 0.279
H 3.375 -1.412 1.778
H 3.032 2.882 2.336
H 3.653 -1.612 4.246
H 3.367 2.502 4.753
H 1.841 4.182 -1.549
H 3.305 0.124 -2.138
H 1.040 4.196 -3.942
H 2.461 0.185 -4.484
P -1.705 1.216 1.769
C -0.567 -1.348 -3.530
C -0.594 -1.206 -5.042
H -0.891 -2.361 -3.246
H 0.465 -1.222 -3.163
H -0.041 -2.028 -5.512
H -1.608 -1.211 -5.461
H -0.102 -0.276 -5.363
C -1.668 1.439 -3.430
C -2.738 1.656 -4.498
H -0.688 1.513 -3.923
H -1.687 2.247 -2.678
H -2.584 2.643 -4.949
H -2.674 0.928 -5.317
H -3.750 1.632 -4.076
C -3.319 -0.707 -2.388
C -3.874 -1.525 -3.546
H -3.933 0.195 -2.236
H -3.351 -1.281 -1.447
H -4.880 -1.865 -3.278
H -3.973 -0.933 -4.464
H -3.268 -2.413 -3.756
C -2.987 0.179 2.573
C -3.894 -0.582 1.600
H -3.590 0.847 3.212
H -2.456 -0.517 3.241
H -4.698 -1.067 2.167
H -4.364 0.089 0.867
H -3.347 -1.366 1.058
C -2.627 2.687 1.170
C -1.746 3.717 0.463
H -3.114 3.136 2.045
H -3.419 2.314 0.507
H -2.378 4.498 0.025
H -1.061 4.206 1.167
H -1.144 3.284 -0.348
C -0.703 1.909 3.145
C -0.191 0.890 4.160
H -1.313 2.674 3.653
H 0.141 2.431 2.669
H 0.411 1.405 4.919
H -1.011 0.376 4.680
H 0.457 0.138 3.687
C 0.011 -2.685 1.697
O 0.026 -2.018 0.429
H 0.804 -2.258 2.328
H 0.200 -3.758 1.569
H -0.976 -2.552 2.167
H 0.242 -2.663 -0.272
```

The energy above the lowest of the compared OMol25 structures with the same formula, charge and spin is 0.0 kcal/mol. As for the orbital gap: 6.730 eV. Its net charge is +2. The value obtained for the lowest unoccupied orbital energy is -6.38 eV. The total energy comes out at -4571.01920 Eh.